Computed, not measured: a molecular structure, C26H26F4LuN4O2Se in a non-equilibrium geometry, with wB97M-V/def2-TZVPD.

Each line ends with the Löwdin charge.
Positions of all 64 atoms, in Å:
Lu 1.013 -0.228 0.394  1.79
C 1.104 -2.344 -2.185  -0.07
C 1.659 -1.094 -2.831  -0.23
N 2.145 -0.095 -1.833  -0.26
C 2.190 1.254 -2.453  -0.23
C 0.839 1.876 -2.742  -0.06
C 3.530 -0.485 -1.433  -0.18
C 4.075 0.320 -0.269  -0.24
N 3.088 0.295 0.798  -0.15
C 3.395 0.845 2.028  -0.18
C 2.443 0.706 3.038  -0.13
F 1.295 0.009 2.682  -0.05
C 2.545 1.180 4.320  -0.22
F 1.539 0.966 5.172  0.11
C 3.674 1.883 4.698  0.08
C 4.640 2.062 3.729  -0.21
F 5.753 2.736 4.019  0.12
C 4.514 1.578 2.433  -0.14
F 5.515 1.825 1.570  0.09
H 0.730 -3.039 -2.935  0.09
H 0.256 -2.104 -1.536  0.05
H 1.837 -2.878 -1.579  0.08
H 0.880 -0.623 -3.428  0.10
H 2.482 -1.318 -3.517  0.13
H 2.770 1.180 -3.382  0.14
H 2.757 1.901 -1.786  0.11
H 0.255 1.310 -3.467  0.07
H 0.987 2.869 -3.166  0.09
H 0.242 2.009 -1.838  0.05
H 4.199 -0.379 -2.295  0.14
H 3.505 -1.541 -1.162  0.12
H 4.322 1.339 -0.581  0.11
H 5.025 -0.132 0.028  0.13
H 3.795 2.281 5.694  0.14
C -2.120 2.640 0.036  0.04
C -1.228 1.496 0.354  -0.52
O -0.024 1.682 0.622  -0.11
C -1.698 -0.713 1.502  -0.58
C -4.120 -0.953 1.430  -0.24
C -4.290 -2.463 1.450  -0.03
C -3.272 -3.330 1.425  -0.06
C -1.814 -3.149 1.293  0.02
C -1.047 -2.044 1.291  -0.37
O 0.245 -2.027 0.932  -0.29
H -1.556 3.561 0.147  0.11
H -2.967 2.616 0.723  0.11
H -2.522 2.553 -0.973  0.10
H -4.943 -0.459 1.943  0.16
H -5.301 -2.849 1.475  0.11
H -3.556 -4.376 1.434  0.11
H -1.270 -4.060 1.068  0.12
Se -1.865 0.510 3.063  1.16
N -1.642 0.156 0.229  0.00
C -2.822 -0.077 -0.587  -0.17
C -2.724 0.144 -1.955  -0.02
C -3.839 0.011 -2.761  -0.05
C -5.054 -0.363 -2.196  -0.05
C -5.130 -0.625 -0.841  -0.01
C -4.017 -0.489 -0.012  -0.09
N -2.889 -0.756 2.166  -0.32
H -1.771 0.430 -2.387  0.10
H -3.764 0.189 -3.825  0.11
H -5.932 -0.468 -2.818  0.12
H -6.069 -0.951 -0.409  0.13

Output
M ... 756.4 g/mol
DFT total energy ... -5412.091760 Ha
Net charge ... +1
HOMO level ... -0.3865 Ha
E_LUMO ... -0.120 hartree
Kohn-Sham gap ... 7.239 eV

=====

Computed, not measured: a molecular structure, C26H26F6N4O3S2SbTl, with wB97M-V/def2-TZVPD.

Each line ends with the Löwdin spin population.
Positions of all 69 atoms, in Å:
Tl -0.958 -0.699 0.292  0.03
C 2.239 -2.866 -0.241  0.00
O 1.336 -2.850 0.808  0.00
C 1.894 -3.160 2.067  0.00
C 0.894 -2.770 3.124  0.00
O 0.683 -1.384 3.034  0.00
C -0.164 -0.905 4.067  0.00
H 2.466 -3.878 -0.600  0.00
H 3.157 -2.323 0.015  0.00
H 0.687 -2.583 -1.523  0.00
H 2.822 -2.592 2.218  0.00
H 2.119 -4.232 2.137  0.00
H 1.299 -3.035 4.112  0.00
H -0.046 -3.319 2.977  0.00
H 0.299 -1.067 5.048  0.00
H -1.137 -1.396 4.044  0.00
H -0.303 0.161 3.902  0.00
O 1.420 -0.785 -0.971  0.00
N 1.606 -2.104 -1.342  0.00
C 2.456 -2.126 -2.518  0.00
C 2.179 -2.563 -3.744  0.00
C 1.048 -3.224 -4.398  0.01
C -0.254 -3.260 -4.096  0.02
C -0.965 -2.643 -2.946  0.06
S -1.114 -3.822 -1.645  0.02
H 3.388 -1.613 -2.315  0.00
H 3.018 -2.418 -4.420  0.00
H 1.344 -3.775 -5.285  0.00
H -0.891 -3.871 -4.728  0.00
N 0.854 3.740 1.754  0.00
C 2.072 3.103 1.887  0.00
C 3.316 3.523 2.346  0.00
C 4.328 2.581 2.336  0.00
C 4.109 1.270 1.882  0.00
C 2.871 0.861 1.430  0.00
C 1.840 1.796 1.442  0.00
N 0.517 1.649 1.063  0.00
C -0.027 2.820 1.249  0.00
C -1.433 3.123 0.994  0.00
C -2.064 4.316 1.174  0.00
S -3.721 4.153 0.801  0.00
C -3.450 2.501 0.401  0.00
N -2.230 2.105 0.539  0.00
H 0.642 4.689 2.001  0.00
H 3.490 4.534 2.692  0.00
H 5.314 2.862 2.685  0.00
H 4.937 0.572 1.884  0.00
H 2.671 -0.130 1.049  0.00
H -1.656 5.254 1.512  0.00
H -4.261 1.860 0.096  0.00
F -3.205 -0.300 2.370  0.00
Sb -4.464 0.323 3.658  0.00
F -3.250 1.716 4.094  0.00
F -5.241 1.449 2.337  0.00
F -5.681 0.969 4.949  0.00
F -5.655 -1.058 3.182  0.00
F -3.649 -0.789 4.957  0.00
C -1.417 -1.411 -3.001  0.54
C -1.430 -0.208 -3.764  0.06
C -2.608 0.226 -4.398  0.08
C -2.626 1.393 -5.139  -0.01
C -1.476 2.164 -5.262  0.09
C -0.310 1.762 -4.620  -0.01
C -0.285 0.601 -3.866  0.08
H -3.503 -0.376 -4.297  0.00
H -3.543 1.707 -5.624  0.00
H -1.490 3.076 -5.846  0.01
H 0.586 2.367 -4.695  0.00
H 0.606 0.309 -3.327  0.00

Output
M ... 946.8 g/mol
DFT total energy ... -3259.496104 Ha
Net charge ... -1
HOMO level (alpha / beta) ... -0.1701 / -0.1646 Ha
E_LUMO (alpha / beta) ... 0.077 / 0.070 hartree
Spin multiplicity ... 2
Kohn-Sham gap (alpha / beta) ... 6.736 / 6.383 eV

=====

Computed, not measured: a molecular structure, C26H26IrN5O in a non-equilibrium geometry, with wB97M-V/def2-TZVPD.

Each line ends with the Löwdin spin population.
Positions of all 59 atoms, in Å:
Ir -0.359 0.081 -0.308  0.73
C -5.292 -0.775 2.257  0.00
C -4.259 -1.110 3.120  0.00
C -2.971 -1.305 2.640  0.00
C -2.703 -1.168 1.282  0.00
C -3.746 -0.853 0.415  0.00
C -5.030 -0.651 0.899  0.00
N -1.392 -1.320 0.761  -0.01
C -0.645 -2.412 1.017  0.00
C -1.122 -3.606 1.620  0.00
C -0.294 -4.685 1.757  0.00
C 1.051 -4.670 1.310  -0.01
C 1.550 -3.556 0.715  0.01
C 0.723 -2.421 0.566  0.00
N 1.121 -1.257 -0.022  0.03
N 2.287 -1.068 -0.489  0.06
C 2.402 0.178 -1.090  0.00
C 3.613 0.545 -1.656  0.01
C 3.736 1.782 -2.258  0.00
C 2.642 2.635 -2.290  0.01
C 1.461 2.206 -1.720  0.00
N 1.327 1.010 -1.138  0.02
H -6.290 -0.608 2.639  0.00
H -4.456 -1.226 4.178  0.00
H -2.160 -1.526 3.323  0.00
H -3.541 -0.804 -0.650  0.00
H -5.831 -0.411 0.210  0.00
H -2.151 -3.669 1.942  0.00
H -0.686 -5.585 2.215  0.00
H 1.672 -5.547 1.427  0.00
H 2.566 -3.513 0.345  0.00
H 4.432 -0.158 -1.605  0.00
H 4.675 2.081 -2.706  0.00
H 2.701 3.613 -2.742  0.00
H 0.571 2.822 -1.739  0.00
C -2.807 1.638 -2.447  0.00
O -1.900 2.216 -1.490  0.00
C -1.707 1.571 -0.328  0.03
C -1.878 2.538 0.774  0.02
H -2.780 2.281 -3.320  0.00
H -3.815 1.623 -2.036  0.00
H -2.498 0.627 -2.713  0.00
H -2.848 3.040 0.692  0.00
H -1.105 3.305 0.687  0.00
H -1.813 2.051 1.746  0.01
C -0.847 -3.367 -5.929  0.00
C -0.786 -2.568 -4.661  0.00
C -1.303 -3.048 -3.464  0.00
C -1.217 -2.278 -2.318  0.01
N -0.668 -1.063 -2.309  0.09
C -0.162 -0.591 -3.455  0.01
C -0.191 -1.308 -4.632  0.00
H -1.452 -4.263 -5.808  0.00
H 0.158 -3.667 -6.231  0.00
H -1.267 -2.768 -6.737  0.00
H -1.782 -4.018 -3.421  0.00
H -1.604 -2.641 -1.373  0.00
H 0.276 0.399 -3.422  0.00
H 0.234 -0.881 -5.532  0.00

Output
M ... 616.7 g/mol
Energy relative to the best compared isomer or geometry (same formula, charge and spin) ... 113.9 kJ/mol
DFT total energy ... -1459.455951 Ha
Net charge ... +1
HOMO level (alpha / beta) ... -0.3599 / -0.3610 Ha
E_LUMO (alpha / beta) ... -0.149 / -0.154 hartree
Spin multiplicity ... 2
Kohn-Sham gap (alpha / beta) ... 5.733 / 5.620 eV

=====

Computed, not measured: a molecular structure, C26H26N4O2OsS in a non-equilibrium geometry, with wB97M-V/def2-TZVPD.

Each line ends with the Löwdin spin population.
Positions of all 60 atoms, in Å:
N -0.234 -0.681 -2.365  0.02
C -0.721 -1.566 -2.957  0.02
C -0.927 -2.779 -3.697  0.00
H -0.037 -2.997 -4.312  0.00
H -1.808 -2.712 -4.343  0.00
H -1.097 -3.608 -3.003  0.00
N -3.236 1.732 0.392  0.19
C -4.307 2.214 0.539  0.03
C -5.434 2.413 1.390  0.00
H -6.384 2.322 0.832  0.00
H -5.377 3.415 1.868  0.00
H -5.385 1.611 2.169  0.00
N 0.435 3.719 0.538  0.00
C 1.566 3.881 0.231  0.00
C 3.060 4.013 0.180  0.00
H 3.448 4.076 1.207  0.00
H 3.411 4.958 -0.312  0.00
H 3.546 3.117 -0.289  0.00
Os -1.378 1.092 -0.531  1.75
C -1.032 1.455 1.268  0.04
O -1.010 1.780 2.390  0.04
C -2.159 -0.586 -0.221  0.05
O -2.611 -1.626 0.048  0.03
C -2.449 1.155 -2.697  0.02
C -1.091 1.409 -2.866  0.03
C -0.478 2.476 -2.213  0.05
C -1.282 3.377 -1.526  0.01
C -2.649 3.204 -1.464  0.09
C -3.240 2.083 -2.048  0.10
H -2.909 0.397 -3.310  0.00
H -0.529 0.897 -3.614  0.00
H 0.557 2.684 -2.396  0.00
H -0.904 4.340 -1.230  0.00
H -3.260 4.001 -1.071  0.00
H -4.313 2.050 -2.127  0.00
N 0.576 0.184 -0.178  0.37
S 1.043 -0.420 1.261  0.05
C 0.374 -2.117 1.578  0.02
C 0.336 -3.143 0.634  0.00
C -0.170 -4.406 0.961  0.00
C -0.644 -4.664 2.241  0.00
C -0.447 -3.714 3.259  0.00
C 0.083 -2.445 2.920  0.00
C 2.845 -0.866 1.170  0.04
C 3.721 0.086 1.732  0.23
C 5.110 -0.134 1.689  0.28
C 5.633 -1.321 1.157  0.01
C 4.748 -2.291 0.715  0.15
C 3.369 -2.093 0.758  0.29
H 0.981 -0.478 -0.912  0.01
H 0.739 -2.986 -0.351  0.00
H -0.215 -5.202 0.215  0.00
H -1.112 -5.631 2.496  0.00
H -0.723 -3.979 4.296  0.00
H 0.270 -1.745 3.739  0.00
H 3.324 1.003 2.192  0.01
H 5.801 0.627 2.064  0.01
H 6.716 -1.463 1.105  0.00
H 5.149 -3.218 0.328  0.00
H 2.709 -2.900 0.471  0.01

Output
M ... 648.8 g/mol
Energy relative to the best compared isomer or geometry (same formula, charge and spin) ... 44.6 kJ/mol
DFT total energy ... -1862.819900 Ha
Net charge ... +4
HOMO level (alpha / beta) ... -0.6877 / -0.7347 Ha
E_LUMO (alpha / beta) ... -0.459 / -0.578 hartree
Spin multiplicity ... 5
Kohn-Sham gap (alpha / beta) ... 6.227 / 4.252 eV